Density functional theory data (ωB97M-V with the def2-TZVPD basis set) for an isolated molecule of C4H7N3.

* maximum force: 3.409 eV/Å
* E_HOMO: -8.950 eV
* 2S+1: 1
* total charge: 0
* E_tot: -320.7504 Ha
* orbital gap: 0.366 Eh

Geometry (Å):
C1 0.72234 -1.01041 -0.51587
C2 1.16261 0.45322 -0.36849
C3 -0.33891 -0.95777 0.63471
C4 -0.01697 0.84486 0.58876
N1 -1.66506 -0.95587 0.04306
N2 -2.01591 0.14743 -0.40511
N3 -1.20161 1.13058 -0.15178
H1 0.20938 -1.36133 -1.35450
H2 1.48338 -1.68091 -0.11757
H3 2.06175 0.35994 0.12780
H4 1.24296 1.25518 -1.24304
H5 -0.10623 -1.70487 1.40600
H6 0.06964 1.43786 1.60783
H7 -1.60736 2.04208 -0.25180